Entry from the OMol25 dataset: a molecular structure, C11H20Cl2InN2S in a non-equilibrium geometry (ωB97M-V/def2-TZVPD).

Computed properties:
Lowest unoccupied orbital energy ... 2.484 eV
Net charge ... -1
ΔE to the lowest compared entry with this formula, charge and spin ... 17.0 kcal/mol
Kohn-Sham gap ... 4.707 eV
Calculated total energy ... -2049.37898 a.u.

Geometry (Å):
In 1.07632 -0.29336 -0.05715
Cl 1.14230 -2.65254 -0.32164
Cl 2.55187 0.70777 1.63550
C 2.41626 0.32594 -1.42538
H 2.81494 1.33885 -1.32760
H 2.98871 -0.40348 -1.99717
C -0.29250 0.99604 -1.56164
C 0.80996 0.49122 -2.20591
H -0.15831 1.86170 -0.90200
C 0.57329 -0.70718 -3.19483
H 1.18043 1.31063 -2.84649
C -0.65921 -0.43413 -4.05512
H 1.46826 -0.82272 -3.82167
H 0.45558 -1.63634 -2.61686
C -1.90079 -0.21126 -3.19351
H -0.46985 0.45969 -4.66378
H -0.82447 -1.26490 -4.75263
C -1.70005 0.78822 -2.02053
H -2.71806 0.15560 -3.82836
H -2.22260 -1.17554 -2.77944
H -2.10572 1.76825 -2.34414
H -2.33329 0.47403 -1.16964
S -1.05879 -0.44142 1.59315
C -0.52432 -0.17378 3.21019
N -1.27022 0.56310 4.05139
C -0.84083 0.90293 5.40368
C 0.65647 1.12941 5.38875
C 1.36378 -0.08129 4.81481
N 0.62498 -0.67422 3.69760
H -2.21045 0.77655 3.73748
H -1.08811 0.08729 6.09593
H -1.38150 1.79964 5.71299
H 1.01843 1.31778 6.40212
H 0.89507 2.00887 4.78076
H 1.46694 -0.84920 5.59120
H 2.36404 0.17854 4.45408
H 1.16722 -1.21382 3.02816

=====

Entry from the OMol25 dataset: 3 unconnected molecules or ions with the total composition C11H20F3NO10S4 in a non-equilibrium geometry (ωB97M-V/def2-TZVPD).

Computed properties:
Lowest unoccupied orbital energy ... -1.969 eV
Kohn-Sham gap ... 8.167 eV
Calculated total energy ... -3130.26768 a.u.

Geometry (Å):
C -0.38142 1.90730 -4.84455
S -0.46300 1.86682 -2.93858
O -1.64046 2.85620 -2.58074
O 0.87317 2.46514 -2.45107
N -0.90609 0.32616 -2.27909
C 0.08669 -0.23896 -1.29349
O 0.52443 0.46224 -0.21010
O 0.62348 -1.63866 -1.34538
S 1.52476 -1.91719 -2.75393
O 0.92878 -1.35238 -4.06302
O 1.55510 -3.48441 -2.94266
C 3.32235 -1.38248 -2.68312
F 3.53654 0.06624 -2.45227
F 4.07802 -2.22328 -1.69965
F 3.89776 -1.73726 -4.03615
H 0.56707 2.56514 -5.13576
H -1.34535 2.45898 -5.25874
H -0.30579 0.82252 -5.27729
H -1.23345 -0.36710 -2.98594
O 4.50183 -0.05563 1.13698
S 3.17791 -0.53154 1.47886
O 2.03403 -0.33178 0.61163
C 3.28916 -2.26131 1.89252
C 3.58700 -2.27225 3.38447
C 2.67519 -1.21000 3.99668
C 2.77574 0.03941 3.12323
H 4.06779 -2.73905 1.29547
H 2.31804 -2.71895 1.68145
H 3.41147 -3.25932 3.82210
H 4.63587 -2.00494 3.56014
H 1.64102 -1.57526 4.00038
H 2.94916 -0.99015 5.03327
H 1.83109 0.58843 3.09619
H 3.58057 0.69896 3.45927
O -4.24441 -0.72623 2.63485
S -4.83137 0.51305 2.17032
O -6.01841 1.08361 2.77519
C -3.55719 1.75793 2.12189
C -2.95164 1.62167 0.73283
C -4.13361 1.44039 -0.21832
C -5.06725 0.40285 0.40287
H -2.83661 1.58658 2.92339
H -4.03707 2.73300 2.24838
H -2.34892 2.49579 0.46966
H -2.30401 0.73781 0.69039
H -4.66322 2.39455 -0.32790
H -3.80656 1.13029 -1.21571
H -6.11350 0.60811 0.16256
H -4.80468 -0.61100 0.08848

=====

Entry from the OMol25 dataset: a molecular structure, C11H20N3P2Zr in a non-equilibrium geometry (ωB97M-V/def2-TZVPD).

Computed properties:
Lowest unoccupied orbital energy ... -4.150 eV
Net charge ... +1
ΔE to the lowest compared entry with this formula, charge and spin ... 3.4 kcal/mol
Kohn-Sham gap ... 6.629 eV
Calculated total energy ... -1324.76074 a.u.

Geometry (Å):
C 1.12577 -0.02292 -1.15321
C 0.45995 -0.21131 -2.35682
C -0.41203 -1.34409 -2.53053
C -0.29852 -2.42435 -1.59326
C 0.41424 -2.23655 -0.41246
Zr -0.85530 -0.46484 -0.40313
P -0.35673 2.16121 0.35781
H 1.91763 0.69519 -0.97533
H 0.51317 0.50024 -3.19164
H -1.04610 -1.42785 -3.41399
H 0.76213 -3.01718 0.25710
H -0.83498 -3.35455 -1.82399
H -1.16519 2.87141 1.29861
H -0.34898 3.15420 -0.65768
H 0.90873 2.50156 0.92402
C 1.24072 -1.24986 4.84848
N 1.24667 0.11057 4.26124
C 0.05800 0.85615 4.73692
N -1.20778 0.14032 4.44843
C -1.15733 -1.22562 5.01968
N 0.00453 -2.00344 4.53092
C -0.09973 -2.30525 3.09197
P -0.15763 -0.76786 2.08020
C 1.33023 0.07271 2.79989
C -1.51341 0.09461 3.01920
H 1.30501 -1.15274 5.94536
H 2.10255 -1.80603 4.45757
H 0.03356 1.84299 4.25434
H 0.14267 0.96876 5.82938
H -2.08084 -1.75137 4.73865
H -1.07750 -1.14018 6.11571
H 0.75777 -2.91125 2.77670
H -1.01322 -2.88297 2.90492
H 1.42260 1.09178 2.40372
H 2.22657 -0.49007 2.50368
H -2.43980 -0.48226 2.87554
H -1.66904 1.11114 2.63109

=====

Entry from the OMol25 dataset: 2 unconnected molecules or ions with the total composition C11H21BN2O6 (ωB97M-V/def2-TZVPD).

Computed properties:
Lowest unoccupied orbital energy ... -0.003 eV
Kohn-Sham gap ... 9.784 eV
Calculated total energy ... -1017.45503 a.u.

Geometry (Å):
C 3.72390 1.67279 -0.64573
C 2.70827 0.60857 -1.09514
B 1.45494 0.44944 -0.16905
O 0.86041 1.56628 0.40713
C 0.79876 -0.99002 0.12834
C -0.71500 -0.93360 0.24261
C -1.32221 -0.42638 -1.07104
C -2.56328 0.40854 -0.82889
O -3.46850 -0.32271 -0.02554
C -4.79128 0.16823 -0.08010
O 1.40545 -1.42306 1.39009
C 2.02032 -2.61498 1.47664
O 2.99502 -2.75832 2.14607
C 1.33425 -3.81722 0.81846
O 1.67346 -3.85178 -0.57704
N 0.92275 -4.85768 -1.21211
O 1.19249 -4.91588 -2.34339
H 3.22686 2.52072 -0.17136
H 4.42431 1.25042 0.07735
H 4.31361 2.04857 -1.48318
H 2.31969 0.88083 -2.09066
H 3.20440 -0.35624 -1.24330
H 0.40490 2.13429 -0.23056
H 1.09266 -1.68024 -0.66587
H -0.97433 -0.25347 1.05897
H -1.12995 -1.90875 0.50643
H -0.60585 0.22582 -1.58977
H -1.54344 -1.25132 -1.75263
H -3.03220 0.68639 -1.78231
H -2.26865 1.33785 -0.32460
H -5.35387 -0.31687 -0.88619
H -5.27329 -0.05422 0.87211
H -4.81578 1.25247 -0.23564
H 1.71819 -4.70793 1.31204
H 0.25112 -3.75397 0.93752
C -0.53190 4.04071 1.98490
C -1.02573 3.91397 0.62038
N -1.41494 3.81405 -0.45568
H -0.34834 3.05084 2.39794
H 0.40025 4.60239 1.98710
H -1.26754 4.56150 2.59570

=====

Entry from the OMol25 dataset: a molecular structure, C11H21Cl3GeN3Ru in a non-equilibrium geometry (ωB97M-V/def2-TZVPD).

Computed properties:
Lowest unoccupied orbital energy (alpha / beta) ... -13.285 / -13.276 eV
Net charge ... +3
ΔE to the lowest compared entry with this formula, charge and spin ... 10.0 kcal/mol
Kohn-Sham gap (alpha / beta) ... 4.542 / 4.548 eV
Calculated total energy ... -4147.37427 a.u.

Geometry (Å):
Ru -0.07533 0.43323 -0.12147
N 1.78506 -0.72443 -0.25836
C 2.77014 0.34920 0.09961
C 2.39104 0.87390 1.47236
N 0.92355 1.24091 1.54208
C 0.63638 2.71680 1.64391
C 0.27224 3.24520 0.27624
N -0.83563 2.37157 -0.20965
H 1.87429 -1.49626 0.39929
H 1.99106 -1.10502 -1.17927
H 2.71037 1.12696 -0.66461
H 3.79289 -0.02907 0.10049
H 2.99803 1.73363 1.75131
H 2.56251 0.10125 2.22329
H 0.57011 0.82437 2.39803
H 1.48005 3.24531 2.08529
H -0.21052 2.83396 2.32299
H 1.09640 3.16176 -0.43398
H -0.03117 4.29228 0.31308
H -1.10447 2.63417 -1.15851
H -1.66119 2.53399 0.36609
C -1.09856 -4.00825 -0.42536
C -1.32992 -2.62526 0.08224
C -0.92976 -2.26868 1.39967
C -1.21716 -1.03172 1.92170
C -1.89318 -0.05927 1.13073
C -2.29414 -0.40706 -0.18007
C -1.99944 -1.67657 -0.68946
H -0.59037 -3.99584 -1.39196
H -2.06213 -4.50291 -0.57989
H -0.51958 -4.61071 0.27025
H -0.44502 -3.01425 2.01938
H -0.98390 -0.81232 2.95795
H -2.28699 0.83580 1.59630
H -2.93246 0.26147 -0.74560
H -2.36299 -1.94300 -1.67447
Cl -2.02599 0.07366 -5.69051
Ge -0.31255 -0.55718 -4.70032
Cl 1.48072 -0.52151 -5.74114
Cl -0.13237 0.49988 -2.52763

=====

Entry from the OMol25 dataset: a molecular structure, C11H21Cl4O4P2Tb in a non-equilibrium geometry (ωB97M-V/def2-TZVPD).

Computed properties:
Lowest unoccupied orbital energy (alpha / beta) ... -7.768 / -7.383 eV
Net charge ... +2
2S+1 ... 7
Kohn-Sham gap (alpha / beta) ... 8.541 / 8.926 eV
Calculated total energy ... -4080.15162 a.u.
⟨S²⟩ ... 12.706

Geometry (Å):
C 0.26168 -0.18177 -4.72620
C 0.22383 0.07416 -3.24817
H 1.25715 0.00313 -5.07048
H -0.47018 0.45618 -5.23224
H -0.11356 -1.19919 -4.91157
O 1.17968 0.29486 -2.52682
Cl -1.37346 0.04988 -2.51378
Tb -1.02438 -0.00883 1.32303
P -0.20143 2.48518 0.48433
C 1.40706 3.23775 0.88365
C -0.47090 3.29336 -1.10917
H -0.48591 4.37378 -0.93306
H -1.19813 4.50053 1.35911
H -1.39906 2.96666 -1.57761
H -2.37706 3.16895 1.35002
H 2.14055 2.92995 0.12894
H 0.34847 3.03912 -1.78470
C -1.33490 3.43408 1.56466
H 1.31822 4.33240 0.87970
H -1.14525 3.24872 2.62911
H 1.76948 2.90656 1.86155
P -0.01662 -2.46110 0.25174
C 1.56467 -3.18114 0.81919
C -1.20341 -3.55462 1.12987
H -0.92238 -2.80653 -1.98426
H -0.03392 -4.24350 -1.40378
H 0.84166 -2.81133 -1.99026
C -0.04068 -3.14635 -1.43598
H -2.22104 -3.37423 0.75450
H -0.94140 -4.60315 0.93489
H 1.53829 -4.27892 0.77651
H 1.76332 -2.87194 1.85077
H -1.19424 -3.37837 2.21517
H 2.38303 -2.82014 0.18554
C 1.37980 0.06849 0.59789
O 2.53329 0.10070 0.49284
Cl -1.96353 -2.38759 5.19755
C -1.74520 -0.65138 5.29305
Cl -3.19136 0.17685 5.90434
Cl -0.26197 -0.09782 6.13273
C -1.48228 -0.26105 3.82397
O -0.36286 -0.65329 3.29199
O -2.35679 0.33347 3.08970